# 1
{"formula": "C5H10N2P", "method": "wB97M-V/def2-TZVPD", "elements": ["P", "N", "N", "C", "C", "C", "C", "C", "H", "H", "H", "H", "H", "H", "H", "H", "H", "H"], "positions_angstrom": [[2.119, 0.967, 0.010], [-0.690, 1.801, 0.029], [-0.167, -0.338, -0.068], [0.748, -1.427, 0.181], [-1.556, -0.412, -0.079], [-1.948, 1.085, -0.042], [2.149, -0.875, -0.209], [0.302, 0.920, -0.130], [-2.667, 1.602, 0.693], [2.055, 0.723, 1.376], [2.986, -1.435, 0.270], [-2.387, 1.292, -1.033], [-1.916, -1.048, 0.776], [2.171, -0.983, -1.420], [0.655, -2.281, -0.482], [-2.061, -0.818, -1.066], [-0.726, 2.867, 0.003], [0.933, -1.642, 1.192]], "forces_ev_per_a": [[1.27, -0.02, -0.09], [0.92, 1.02, -0.59], [1.89, 0.59, -0.92], [2.52, 0.85, -1.66], [-3.96, -0.95, -0.26], [-2.34, 1.63, -0.27], [-0.46, -0.20, -4.05], [-0.95, -0.54, 1.63], [0.95, -1.62, -0.64], [-0.23, 0.70, 0.88], [-0.59, 0.69, -0.50], [0.01, 0.13, 0.45], [0.17, 0.68, -0.74], [0.54, -0.04, 2.78], [-0.95, -0.22, 0.43], [1.44, 0.27, 1.95], [0.84, -2.29, -0.08], [-1.08, -0.67, 1.69]], "orbital_gap_ev": 10.1, "e_above_lowest_kcal_mol": 0.0, "largest_force_ev_per_a": 4.1, "smiles": "C1CN2CCPC2=[NH+]1", "charge": 1, "homo_ev": -13.87}

# 2
{"formula": "C51H44BrClN3O8PSTi", "method": "wB97M-V/def2-TZVPD", "elements": ["Br", "Ti", "Cl", "S", "P", "O", "O", "O", "O", "O", "O", "O", "O", "N", "N", "N", "C", "C", "C", "C", "C", "C", "C", "C", "C", "C", "C", "C", "C", "C", "C", "C", "C", "C", "C", "C", "C", "C", "C", "C", "C", "C", "C", "C", "C", "C", "C", "C", "C", "C", "C", "C", "C", "C", "C", "C", "C", "C", "C", "C", "C", "C", "C", "C", "C", "C", "C", "H", "H", "H", "H", "H", "H", "H", "H", "H", "H", "H", "H", "H", "H", "H", "H", "H", "H", "H", "H", "H", "H", "H", "H", "H", "H", "H", "H", "H", "H", "H", "H", "H", "H", "H", "H", "H", "H", "H", "H", "H", "H", "H", "H"], "positions_angstrom": [[-3.267, 7.245, 0.924], [-2.436, -1.127, 0.057], [-0.058, -4.616, 0.446], [3.997, 4.848, 0.389], [0.524, -1.453, -0.428], [5.149, 5.697, 0.574], [-2.579, 0.893, -0.021], [0.220, 1.140, 1.285], [-3.277, 2.405, -1.519], [2.851, 5.409, -0.281], [-2.705, -3.152, 0.016], [-2.214, -1.090, 2.002], [0.642, 1.669, 3.435], [-3.059, -1.256, -1.988], [-4.501, -1.165, 0.444], [3.657, 4.236, 1.873], [0.717, -0.291, -1.842], [2.766, 3.075, 2.070], [-3.188, 0.432, 5.104], [1.524, -1.558, 2.121], [-2.744, 3.131, 0.678], [-5.204, -1.746, -0.693], [-5.160, 0.027, 3.816], [0.625, 1.888, 2.204], [-4.520, -1.350, -2.016], [-2.875, 2.066, -0.408], [-2.550, 5.092, 2.650], [0.221, 1.922, -2.686], [3.855, 1.604, -1.983], [-3.513, -6.266, -1.646], [-3.433, -5.307, -0.645], [-4.583, 0.469, 4.988], [-3.005, 4.459, 0.360], [1.499, -2.931, -1.013], [-2.742, -4.667, -3.259], [5.578, 0.037, -2.928], [1.766, -1.051, 0.850], [-2.972, -0.549, 2.904], [0.327, 1.035, -1.624], [4.467, 3.405, -0.529], [-2.971, -4.011, -0.927], [-3.141, -5.963, -2.952], [-2.342, -2.281, -2.523], [3.518, -3.759, -2.114], [0.940, -0.710, -3.154], [1.289, 3.222, 1.753], [6.156, 1.952, -1.396], [-2.390, -0.061, 4.097], [2.930, -0.335, 0.602], [-5.073, -0.887, 1.543], [2.043, -5.302, -1.036], [-2.703, -3.665, -2.290], [2.464, -1.376, 3.125], [2.694, -2.725, -1.720], [3.632, -0.677, 2.874], [1.234, -4.237, -0.637], [0.486, 1.505, -3.982], [5.805, 3.049, -0.627], [3.176, -5.069, -1.787], [-4.386, -0.457, 2.755], [3.490, 2.692, -1.207], [5.187, 1.217, -2.081], [-2.290, 3.762, 2.955], [-2.903, 5.415, 1.350], [3.862, -0.146, 1.610], [-2.386, 2.787, 1.975], [0.836, 0.183, -4.213], [0.096, 1.348, -0.607], [-3.657, -5.554, 0.387], [0.390, 2.197, -4.809], [6.551, 3.631, -0.102], [3.801, -5.899, -2.093], [2.451, 2.987, -1.150], [-4.888, -0.353, -2.289], [-5.196, 0.848, 5.796], [1.768, -6.299, -0.722], [1.127, 3.404, 0.690], [-0.100, 2.937, -2.489], [-1.444, -2.036, -3.090], [4.353, -0.518, 3.668], [2.258, -1.755, 4.119], [-2.483, -4.408, -4.282], [-1.991, 3.479, 3.957], [3.189, 2.241, 1.508], [-2.153, 1.756, 2.199], [4.760, 0.431, 1.413], [2.981, -1.712, -1.968], [0.583, -2.054, 2.330], [7.198, 1.663, -1.470], [4.700, -0.538, -3.226], [-3.178, -6.722, -3.726], [-6.256, -1.430, -0.680], [3.394, 5.022, 2.463], [-4.850, -2.054, -2.789], [-6.164, -0.967, 1.617], [4.425, -3.544, -2.666], [1.005, -0.173, -5.223], [-6.239, 0.066, 3.696], [0.848, 4.053, 2.310], [-1.307, -0.033, 4.147], [3.095, 0.101, -0.374], [6.257, -0.628, -2.391], [-5.166, -2.831, -0.576], [-2.471, 5.866, 3.403], [-3.849, -7.267, -1.397], [2.873, 2.812, 3.123], [-2.717, 0.816, 6.003], [3.082, 1.057, -2.514], [1.164, -1.745, -3.375], [6.087, 0.363, -3.838], [-3.286, 4.707, -0.655]], "forces_ev_per_a": [[0.00, 0.01, 0.00], [0.52, -0.40, -0.94], [-0.12, 0.09, -0.02], [-0.05, -0.10, -0.15], [-0.17, -0.18, -0.04], [-0.01, 0.02, -0.07], [0.28, -0.23, 0.15], [-0.22, 0.16, 0.26], [0.11, 0.02, -0.01], [0.05, -0.05, 0.12], [-0.25, -0.03, 0.18], [-0.02, 0.15, 0.01], [-0.18, 0.07, -0.07], [-0.07, -0.15, 0.42], [0.12, -0.13, -0.24], [-0.04, 0.18, -0.01], [-0.08, 0.03, -0.01], [0.07, -0.11, -0.01], [0.11, 0.09, 0.07], [0.05, 0.04, 0.03], [0.02, -0.05, -0.05], [-0.11, 0.10, 0.13], [0.06, 0.08, 0.04], [0.28, -0.01, 0.00], [-0.09, 0.20, 0.06], [-0.26, 0.16, 0.00], [0.01, 0.00, 0.03], [0.03, 0.03, 0.06], [0.09, 0.10, -0.13], [-0.02, 0.00, 0.08], [0.05, -0.05, -0.04], [-0.04, -0.05, -0.04], [-0.04, -0.03, -0.04], [0.23, 0.22, -0.15], [-0.02, 0.04, -0.03], [0.01, -0.03, -0.01], [-0.03, 0.19, 0.04], [-0.12, -0.21, 0.05], [0.05, -0.05, 0.03], [-0.06, 0.13, 0.02], [0.23, 0.14, -0.04], [0.00, -0.02, -0.05], [-0.03, 0.18, 0.10], [-0.03, -0.10, 0.03], [-0.03, 0.00, -0.04], [-0.06, -0.03, 0.07], [-0.04, 0.01, -0.01], [-0.20, 0.04, -0.04], [0.00, -0.15, -0.07], [0.01, 0.13, 0.20], [-0.02, 0.05, -0.01], [-0.04, -0.23, -0.04], [-0.10, -0.06, 0.03], [-0.06, 0.03, -0.07], [0.08, 0.05, -0.03], [-0.01, -0.25, 0.14], [0.01, 0.01, 0.00], [-0.01, -0.07, 0.12], [0.00, 0.02, 0.00], [-0.03, -0.01, -0.03], [0.00, 0.14, -0.08], [0.00, 0.02, -0.02], [0.00, 0.05, 0.05], [0.00, -0.01, 0.04], [0.05, -0.11, 0.04], [0.05, -0.04, -0.07], [0.01, -0.03, -0.02], [0.04, 0.04, -0.06], [0.00, 0.01, 0.00], [0.00, 0.00, 0.00], [-0.01, 0.01, 0.00], [0.01, 0.01, -0.01], [0.01, 0.02, 0.05], [0.03, 0.01, -0.01], [0.01, 0.02, 0.00], [0.02, -0.01, -0.02], [-0.05, -0.06, -0.02], [-0.01, -0.01, -0.03], [0.00, 0.03, 0.07], [0.00, 0.00, 0.00], [0.02, 0.02, 0.00], [0.00, 0.00, 0.01], [0.01, 0.02, -0.01], [-0.05, 0.14, 0.02], [0.03, 0.06, -0.04], [0.01, -0.01, -0.01], [-0.01, 0.01, 0.03], [0.00, 0.01, 0.00], [0.00, -0.01, 0.00], [0.00, 0.01, 0.00], [-0.01, 0.00, 0.01], [-0.02, -0.04, -0.10], [0.11, -0.01, 0.02], [-0.02, 0.00, 0.01], [-0.03, -0.04, -0.03], [0.01, -0.01, 0.00], [0.00, 0.02, 0.00], [0.00, -0.01, -0.02], [0.05, 0.00, 0.06], [0.00, -0.02, 0.03], [-0.02, -0.11, 0.10], [-0.01, 0.00, 0.01], [0.01, -0.01, 0.03], [0.00, 0.00, 0.00], [0.01, 0.00, -0.01], [-0.05, -0.03, 0.00], [-0.01, -0.01, 0.00], [0.01, -0.02, -0.01], [0.00, -0.02, 0.01], [0.00, 0.00, 0.00], [0.01, -0.01, 0.00]], "orbital_gap_ev": [4.6, 6.6], "s_squared": 2.02, "e_above_lowest_kcal_mol": 50.9, "largest_force_ev_per_a": 1.1, "charge": -2, "homo_ev": [-0.82, -2.78], "spin_multiplicity": 3}

# 3
{"formula": "C4H10O", "method": "wB97M-V/def2-TZVPD", "elements": ["O", "C", "C", "C", "C", "H", "H", "H", "H", "H", "H", "H", "H", "H", "H"], "positions_angstrom": [[0.217, -1.014, 0.343], [1.030, -0.188, -0.465], [-1.790, 0.376, -0.256], [2.005, 0.540, 0.437], [-1.201, -0.916, 0.304], [1.452, 0.974, 1.277], [-2.829, 0.208, -0.548], [0.457, 0.558, -1.017], [-1.534, -1.039, 1.342], [-1.749, 1.204, 0.463], [-1.601, -1.791, -0.231], [-1.271, 0.699, -1.158], [2.512, 1.339, -0.114], [1.558, -0.794, -1.218], [2.743, -0.156, 0.840]], "forces_ev_per_a": [[-0.03, -0.01, 0.08], [0.11, 0.19, -0.15], [0.02, 0.05, 0.00], [0.10, 0.00, 0.03], [-0.30, -0.12, 0.03], [0.13, 0.03, -0.15], [0.00, 0.02, 0.20], [0.07, -0.17, 0.06], [0.08, 0.03, -0.13], [0.02, -0.22, -0.14], [0.11, 0.23, -0.16], [-0.28, -0.05, -0.01], [0.05, -0.12, 0.12], [-0.12, 0.01, 0.21], [0.02, 0.11, 0.03]], "orbital_gap_ev": 10.6, "e_above_lowest_kcal_mol": 22.5, "largest_force_ev_per_a": 0.3, "smiles": "CCOCC", "charge": 0, "homo_ev": -9.46}